The following is a quantum chemistry calculation of C28H30NOSSc as an isolated structure at a distorted geometry, from the OMol25 dataset.

Geometry as XYZ:
```
62
Properties=species:S:1:pos:R:3
C 2.19703 0.27807 1.93861
C 2.29717 -0.49219 0.74074
C 2.31045 0.40882 -0.36881
H 2.47169 -1.57044 0.67439
C 2.30813 1.76407 0.14263
C 2.23226 1.68036 1.57334
H 2.45386 2.67826 -0.45006
C -1.17891 -2.30551 2.25073
C 0.05344 -2.74680 1.66653
C -0.13182 -2.87559 0.26671
H 0.97920 -2.95761 2.20222
C -1.46095 -2.42795 -0.04112
C -2.12227 -2.16282 1.20904
H 2.43736 0.12760 -1.41384
H 2.20877 2.53771 2.25696
H 2.24145 -0.12115 2.95496
H -3.14867 -1.79845 1.30794
H 0.62476 -3.15382 -0.47141
H -1.34905 -2.07665 3.30338
Sc 0.22799 0.92816 0.70901
C -1.80688 -1.67035 -1.31271
C -3.30323 -1.54937 -1.55346
C -1.11998 -2.32563 -2.49911
H -3.75563 -2.55104 -1.49210
H -3.48892 -1.15224 -2.55960
H -3.78408 -0.88420 -0.82651
H -1.45534 -3.37386 -2.54138
H -0.02585 -2.31151 -2.43373
H -1.42083 -1.85319 -3.43918
C -1.18779 -0.26921 -0.89223
C -0.96092 1.04285 -1.61538
H -0.12182 -0.60529 -0.66208
H -1.74622 0.00908 0.04178
O -0.30186 1.88372 -0.87178
N -1.24835 1.39762 -2.86711
C -0.36441 2.50854 -3.38807
H -2.23643 1.41737 -3.13533
C 0.95850 1.87707 -3.67195
C 2.16829 2.53952 -3.44654
H 2.13960 3.53985 -2.99801
C 3.37195 1.90158 -3.76039
H 4.31481 2.42565 -3.57998
C 3.37883 0.60763 -4.28428
H 4.31363 0.12736 -4.56321
C 2.16960 -0.06593 -4.48173
H 2.14247 -1.08768 -4.86370
C 0.96980 0.57213 -4.17435
H 0.01614 0.04926 -4.30301
H -0.29606 3.30969 -2.63254
H -0.77340 2.93455 -4.31647
S -1.45693 1.92326 2.56011
C -1.23523 1.14128 4.05877
C 0.05412 1.09500 4.62757
C 0.28251 0.39041 5.80049
C -0.78843 -0.22176 6.47303
C -2.08393 -0.14362 5.93663
C -2.31215 0.53271 4.74284
H 0.86569 1.59662 4.10690
H 1.29975 0.32499 6.19083
H -0.60747 -0.75220 7.41508
H -2.91375 -0.62730 6.46115
H -3.30174 0.58258 4.29883
```

Output
- max |F| (eV/Å) = 4.471
- total charge = 0
- LUMO (eV) = -0.78
- gap between HOMO and LUMO (eV) = 5.46